C35H30BrCaN8O2 as an isolated structure at a distorted geometry. Source: the OMol25 dataset; level of theory: ωB97M-V/def2-TZVPD.

```
77
Properties=species:S:1:pos:R:3:lowdin_charge:R:1
Ca -0.631 -0.375 -0.070 1.3332
C -0.829 -3.392 -1.267 -0.0991
N -0.770 -2.027 -1.840 -0.2286
C 0.472 -1.810 -2.627 -0.1172
C 1.744 -1.886 -1.817 -0.2535
C 2.882 -2.460 -2.356 -0.0026
C 4.052 -2.457 -1.615 -0.0375
C 4.045 -1.890 -0.352 -0.0404
C 2.864 -1.341 0.111 -0.1048
N 1.730 -1.327 -0.596 0.0659
C -1.924 -1.711 -2.717 -0.1139
C -2.146 -0.209 -2.832 -0.2665
C -2.367 0.411 -4.046 -0.0011
C -2.576 1.783 -4.068 -0.0280
C -2.574 2.489 -2.877 -0.0299
C -2.358 1.791 -1.705 -0.1168
N -2.142 0.471 -1.677 -0.0024
C -0.141 -3.523 0.090 -0.2682
C 0.601 -4.646 0.409 -0.0072
C 1.139 -4.761 1.682 -0.0359
C 0.905 -3.758 2.606 -0.0424
C 0.152 -2.669 2.210 -0.1226
N -0.358 -2.540 0.979 0.0019
H -0.424 -4.132 -1.962 0.1323
H -1.878 -3.646 -1.113 0.1247
H 0.428 -0.802 -3.043 0.1139
H 0.516 -2.520 -3.460 0.1325
H 2.851 -2.895 -3.347 0.1212
H 4.958 -2.893 -2.018 0.1172
H 4.933 -1.869 0.265 0.1127
H 2.827 -0.889 1.096 0.1006
H -2.818 -2.158 -2.285 0.1098
H -1.802 -2.150 -3.710 0.1311
H -2.360 -0.165 -4.963 0.1207
H -2.735 2.295 -5.009 0.1190
H -2.730 3.560 -2.856 0.1161
H -2.357 2.297 -0.745 0.1215
H 0.757 -5.419 -0.332 0.1213
H 1.733 -5.627 1.947 0.1185
H 1.299 -3.815 3.612 0.1139
H -0.049 -1.854 2.897 0.1031
C 1.929 3.534 3.687 -0.0948
C 0.578 3.806 3.879 -0.0695
C -0.383 2.896 3.476 -0.0185
C 0.019 1.713 2.870 -0.2602
C 1.359 1.440 2.680 -0.0418
C 2.322 2.346 3.089 -0.0603
N -0.897 0.715 2.374 0.0394
N -2.069 0.933 2.680 0.0958
C -3.038 -0.016 2.189 -0.2958
C -4.175 -0.140 2.961 0.0033
C -5.172 -1.000 2.538 -0.0352
C -5.006 -1.674 1.340 -0.0378
C -3.841 -1.466 0.628 -0.1161
N -2.855 -0.663 1.039 0.0371
H 2.674 4.254 3.999 0.1011
H 0.275 4.738 4.340 0.1119
H -1.435 3.103 3.605 0.1077
H 1.634 0.518 2.182 0.0845
H 3.372 2.137 2.929 0.1137
H -4.256 0.436 3.873 0.1210
H -6.073 -1.128 3.126 0.1198
H -5.769 -2.340 0.955 0.1150
H -3.690 -1.965 -0.323 0.0948
Br 2.490 6.254 1.330 0.7700
C 2.632 4.916 0.007 -0.6586
C 3.713 4.923 -0.864 -0.1778
N 3.883 3.990 -1.802 0.0811
C 2.957 3.033 -1.896 -0.0750
C 1.851 2.955 -1.064 -0.1099
C 1.688 3.919 -0.082 -0.0561
C 0.898 1.803 -1.168 -0.5951
O 0.717 1.236 -2.256 0.0167
O 0.325 1.458 -0.066 -0.2610
H 4.468 5.698 -0.793 0.1044
H 3.101 2.284 -2.667 0.1204
H 0.852 3.869 0.606 0.1137
```

Summary:
Energy above the lowest of the compared OMol25 structures with the same formula, charge and spin, kcal/mol: 12.3
Total charge: +1
E_HOMO, eV: -10.91
Kohn-Sham gap, eV: 7.68
LUMO, eV: -3.237
Largest force on an atom, eV/A: 2.156



C35H30Cl2CoN4O3Si2 as an isolated structure at a distorted geometry. Source: the OMol25 dataset; level of theory: ωB97M-V/def2-TZVPD.

```
77
Properties=species:S:1:pos:R:3:lowdin_charge:R:1
Co -0.161 -0.205 0.078 0.1754
O 3.753 2.599 -4.795 -0.0718
C 3.868 1.436 -4.356 -0.6992
O 4.722 0.564 -4.622 -0.0753
C 2.775 0.996 -3.345 -0.1091
C 2.763 -0.305 -2.836 0.0287
C 1.802 -0.674 -1.912 -0.2360
N 0.866 0.201 -1.471 0.0387
C 0.727 1.396 -2.126 -0.1962
C 1.736 1.834 -3.003 0.0485
C -0.548 2.023 -1.951 -0.2621
C -1.046 3.031 -2.798 -0.0470
C -2.361 3.406 -2.730 -0.1158
C -3.209 2.730 -1.811 -0.1111
C -2.654 1.795 -0.976 -0.1912
N -1.351 1.471 -0.963 -0.0363
C 1.656 -2.016 -1.368 -0.2074
C 2.393 -3.124 -1.795 -0.0093
C 2.134 -4.368 -1.265 -0.0735
C 1.105 -4.495 -0.329 -0.0713
C 0.427 -3.359 0.053 -0.1330
N 0.703 -2.141 -0.414 0.0483
H 3.516 -0.998 -3.183 0.1037
H 1.703 2.814 -3.459 0.1099
H -0.382 3.470 -3.533 0.1025
H -2.755 4.176 -3.382 0.0821
H -4.267 2.957 -1.758 0.0758
H -3.275 1.272 -0.252 0.1021
H 3.160 -2.989 -2.545 0.1091
H 2.710 -5.233 -1.568 0.0970
H 0.848 -5.457 0.094 0.0951
H -0.369 -3.411 0.790 0.1194
Cl -2.811 -1.934 3.858 0.6586
C -3.185 -2.108 2.168 -0.5888
C -4.320 -2.827 1.801 -0.1507
C -4.636 -2.991 0.475 -0.6235
Cl -6.076 -3.903 0.060 0.6118
C -3.824 -2.462 -0.548 -0.1836
C -4.048 -2.601 -1.931 -0.0368
C -3.158 -2.024 -2.807 -0.0509
C -2.050 -1.330 -2.319 -0.1027
N -1.801 -1.197 -1.034 0.0909
C -2.669 -1.736 -0.153 -0.1356
C -2.320 -1.526 1.230 -0.3866
O -1.275 -0.857 1.548 -0.1774
H -4.948 -3.261 2.567 0.0945
H -4.904 -3.156 -2.289 0.0811
H -3.313 -2.106 -3.875 0.0982
H -1.341 -0.861 -2.994 0.1209
C 3.475 -0.371 0.735 -0.1828
Si 1.699 -0.398 1.469 0.6473
C 1.704 -1.956 2.598 -0.1932
C 1.889 0.995 2.759 -0.2977
C 2.939 1.097 3.674 -0.1195
C 3.005 2.157 4.567 -0.1248
C 2.000 3.118 4.564 -0.1239
C 0.957 3.021 3.655 -0.1208
C 0.896 1.969 2.737 -0.2920
Si -0.374 1.828 1.296 0.6471
C -2.014 2.018 2.268 -0.1797
C -0.039 3.574 0.556 -0.1758
H 4.183 -0.301 1.565 0.0101
H 3.619 0.505 0.101 0.0323
H 3.730 -1.258 0.154 0.0135
H 2.383 -1.794 3.440 0.0127
H 2.029 -2.851 2.063 0.0044
H 0.702 -2.137 2.997 0.0137
H 3.720 0.341 3.687 0.0842
H 3.834 2.238 5.263 0.0827
H 2.036 3.943 5.270 0.0828
H 0.181 3.783 3.659 0.0853
H -1.897 2.851 2.966 0.0131
H -2.201 1.114 2.851 0.0084
H -2.885 2.216 1.639 0.0038
H 0.196 4.273 1.362 0.0105
H -0.893 3.966 -0.004 0.0199
H 0.819 3.542 -0.118 0.0279
```

Summary:
Energy above the lowest of the compared OMol25 structures with the same formula, charge and spin, kcal/mol: 8.9
Total charge: -2
E_HOMO (spin up / spin down), eV: 0.07 / -1.49
Spin multiplicity: 2
Kohn-Sham gap (spin up / spin down), eV: 3.73 / 5.29
LUMO (spin up / spin down), eV: 3.802 / 3.801
Largest force on an atom, eV/A: 2.080



C35H30MnN4O8S as an isolated structure at a distorted geometry. Source: the OMol25 dataset; level of theory: ωB97M-V/def2-TZVPD.

```
79
Properties=species:S:1:pos:R:3:lowdin_charge:R:1
Mn 1.422 1.174 0.666 0.7605
O -1.952 0.640 3.225 0.0177
C -0.894 0.764 2.604 -0.5926
O -0.724 0.895 1.348 -0.0977
C 0.403 0.793 3.402 -0.1626
C 0.562 0.163 4.622 -0.0010
C 1.816 0.180 5.213 -0.0567
C 2.858 0.832 4.568 -0.0123
C 2.606 1.441 3.352 -0.1736
N 1.401 1.423 2.799 0.1091
C 3.704 2.078 2.498 -0.6104
O 4.733 2.448 3.079 -0.0132
O 3.420 2.143 1.263 -0.0527
H -0.287 -0.332 5.072 0.1125
H 1.984 -0.317 6.162 0.0968
H 3.864 0.879 4.965 0.1104
C 4.437 0.498 -5.470 -0.1091
O 5.164 -0.323 -4.583 -0.0879
C 4.679 -0.398 -3.313 -0.2949
C 5.405 -1.235 -2.443 -0.0360
C 4.959 -1.378 -1.159 -0.0381
C 3.812 -0.724 -0.671 -0.1041
C 3.380 -0.937 0.683 -0.3642
C 4.263 -1.696 1.646 -0.0015
O 2.301 -0.545 1.132 -0.0330
C 3.085 0.147 -1.551 -0.3439
O 2.057 0.817 -1.225 -0.1269
C 3.567 0.273 -2.890 0.0520
H 4.933 0.422 -6.435 0.0812
H 4.441 1.543 -5.143 0.0897
H 3.401 0.164 -5.571 0.0953
H 6.283 -1.751 -2.813 0.1002
H 5.497 -2.052 -0.500 0.1019
H 4.347 -2.745 1.352 0.0865
H 3.813 -1.633 2.634 0.0773
H 5.259 -1.251 1.673 0.0895
H 2.987 0.906 -3.549 0.1047
S 0.365 -2.113 -1.432 0.4450
C -0.735 -3.428 -1.144 -0.8005
C -1.644 -3.426 -0.060 -0.1531
C -2.543 -4.466 0.142 -0.1428
C -2.576 -5.564 -0.714 -0.1686
C -1.669 -5.606 -1.771 -0.1540
C -0.768 -4.570 -1.980 -0.1694
H -1.617 -2.579 0.618 0.0771
H -3.232 -4.425 0.981 0.0783
H -3.286 -6.372 -0.565 0.0682
H -1.664 -6.462 -2.443 0.0773
H -0.067 -4.612 -2.805 0.0712
C -6.959 -1.668 1.957 -0.0687
C -6.011 -0.695 1.294 -0.2938
C -4.643 -0.933 1.250 -0.0303
C -3.771 -0.040 0.655 -0.0007
C -4.253 1.136 0.091 -0.1920
N -3.283 2.019 -0.455 0.1678
C -3.512 3.119 -1.220 -0.5083
O -4.612 3.510 -1.596 0.0240
N -2.399 3.865 -1.606 0.1249
C -1.016 3.707 -1.382 -0.2075
C -0.125 4.029 -2.402 -0.0060
C 1.228 3.958 -2.151 -0.0491
C 1.659 3.503 -0.918 -0.1325
N 0.815 3.144 0.043 0.0259
C -0.490 3.303 -0.168 -0.0615
C -5.625 1.394 0.120 -0.0205
C -6.483 0.477 0.715 -0.0672
H -6.408 -2.407 2.541 0.0679
H -7.560 -2.202 1.215 0.0714
H -7.647 -1.145 2.626 0.0671
H -4.241 -1.832 1.704 0.1075
H -2.703 -0.230 0.654 0.0989
H -2.328 1.732 -0.284 0.1142
H -2.652 4.559 -2.282 0.1304
H -0.505 4.326 -3.373 0.1127
H 1.946 4.218 -2.917 0.1038
H 2.707 3.405 -0.665 0.1115
H -1.124 3.071 0.676 0.1197
H -6.008 2.300 -0.318 0.0881
H -7.548 0.692 0.729 0.1008
```

Summary:
Energy above the lowest of the compared OMol25 structures with the same formula, charge and spin, kcal/mol: 18.0
Total charge: -2
E_HOMO (spin up / spin down), eV: -0.79 / -0.79
Spin multiplicity: 2
Kohn-Sham gap (spin up / spin down), eV: 4.97 / 4.97
LUMO (spin up / spin down), eV: 4.177 / 4.177
Largest force on an atom, eV/A: 1.236



> Which of these has the lowest energy above the lowest of the compared OMol25 structures with the same formula, charge and spin?

C35H30Cl2CoN4O3Si2



> Which of these has the highest energy above the lowest of the compared OMol25 structures with the same formula, charge and spin?

C35H30MnN4O8S